Density functional theory data (ωB97M-V/def2-TZVPD) for a cluster of 2 separate species, C23H21BCl3NO2S in total.

The value obtained for the energy above the lowest of the compared OMol25 structures with the same formula, charge and spin is 0.00 kcal/mol. For the HOMO-LUMO gap, the calculation gives 0.1472 hartree. The calculation puts the total energy at -78857.860 eV. The spin multiplicity is 1. The HOMO energy is -0.226 Ha.

XYZ file:
```
52
Properties=species:S:1:pos:R:3:nbo_charge:R:1
Cl 2.912 -2.878 2.614 -0.2202
B 2.167 -1.193 2.547 0.3841
Cl 2.563 -0.124 4.004 -0.2377
Cl 2.689 -0.291 0.967 -0.2564
O 0.685 -1.400 2.465 -0.5655
C -0.219 -0.557 2.792 0.5074
C -1.486 -1.045 3.248 -0.1514
C -2.378 -0.120 3.844 -0.1285
C -3.690 -0.493 4.114 -0.2381
C -4.096 -1.811 3.878 -0.1247
C -3.162 -2.775 3.467 -0.2273
C -1.856 -2.419 3.178 -0.1149
H 0.000 0.513 2.858 0.2172
H -2.017 0.894 4.039 0.2288
H -4.403 0.248 4.489 0.2323
H -5.134 -2.090 4.031 0.2275
H -3.475 -3.813 3.356 0.2317
H -1.108 -3.153 2.875 0.2483
C -1.904 1.909 0.947 -0.2442
O -0.557 1.915 0.412 -0.5286
C -0.141 1.023 -0.504 0.1236
C -0.885 -0.187 -0.790 -0.0972
C -0.258 -1.392 -0.448 -0.2446
C -0.862 -2.610 -0.729 -0.1589
C -2.103 -2.619 -1.371 -0.2376
C -2.751 -1.419 -1.696 -0.2225
C -2.157 -0.196 -1.404 -0.2012
C 1.014 1.441 -1.185 0.0216
N 1.523 0.976 -2.372 -0.4220
C 0.967 -0.160 -3.102 -0.3995
C 2.656 1.674 -2.826 0.2413
C 3.003 2.720 -1.956 -0.2498
C 4.130 3.508 -2.203 -0.1922
C 4.871 3.273 -3.370 -0.2415
C 4.513 2.245 -4.250 -0.2019
C 3.433 1.407 -3.965 -0.2881
S 1.890 2.835 -0.616 0.3873
H -1.958 2.799 1.581 0.1997
H -2.653 1.961 0.149 0.1805
H -2.093 1.018 1.558 0.1633
H 0.710 -1.321 0.043 0.2462
H -0.356 -3.533 -0.438 0.2113
H -2.575 -3.572 -1.615 0.2137
H -3.726 -1.437 -2.192 0.2157
H -2.634 0.751 -1.656 0.2142
H 1.441 -0.197 -4.087 0.2095
H 1.163 -1.102 -2.573 0.2114
H -0.115 -0.051 -3.252 0.2131
H 4.407 4.284 -1.490 0.2195
H 5.733 3.900 -3.594 0.2151
H 5.084 2.102 -5.163 0.2151
H 3.198 0.562 -4.610 0.2147
```

Density functional theory data (ωB97M-V/def2-TZVPD) for a structure of composition C23H21BF2FeN3O2.

The value obtained for the energy above the lowest of the compared OMol25 structures with the same formula, charge and spin is 0.00 kcal/mol. For the HOMO-LUMO gap (spin up / spin down), the calculation gives 0.2922 / 0.2610 hartree. The calculation puts the total energy at -73259.062 eV. The spin multiplicity is 6. The HOMO energy (spin up / spin down) is -0.306 / -0.312 Ha.

XYZ file:
```
53
Properties=species:S:1:pos:R:3:nbo_charge:R:1
Fe 0.616 -0.097 0.577 1.5581
C -2.029 1.654 -1.083 -0.6244
C -1.701 2.666 -0.018 -0.0346
C -2.673 3.538 0.460 -0.2181
C -2.364 4.478 1.428 -0.2019
C -1.072 4.563 1.922 -0.2042
C -0.074 3.710 1.468 -0.0228
C 1.339 3.837 1.961 -0.6361
C -0.407 2.757 0.500 0.1906
N 0.564 1.816 0.048 -0.8389
C 1.477 2.236 -0.880 0.6284
O 1.643 3.365 -1.301 -0.5958
C 2.298 1.087 -1.430 0.1443
C 3.261 1.128 -2.422 -0.1987
C 3.788 -0.088 -2.854 -0.1400
C 3.328 -1.303 -2.345 -0.2002
C 2.350 -1.254 -1.371 0.1439
N 1.928 -0.080 -0.941 -0.5272
C 1.541 -2.408 -0.804 0.6257
O 1.897 -3.556 -0.981 -0.5934
N 0.411 -1.954 -0.169 -0.8413
C -0.684 -2.825 0.037 0.2219
C -1.193 -3.631 -0.993 -0.0280
C -0.629 -3.618 -2.384 -0.6377
C -2.302 -4.427 -0.720 -0.2024
C -2.928 -4.412 0.513 -0.2154
C -2.463 -3.557 1.498 -0.1992
C -1.353 -2.758 1.270 -0.0735
C -0.892 -1.796 2.325 -0.6224
H -3.076 1.728 -1.372 0.2223
H -1.416 1.806 -1.974 0.2246
H -1.856 0.624 -0.752 0.1912
H -3.679 3.478 0.062 0.2094
H -3.130 5.149 1.794 0.2133
H -0.827 5.307 2.671 0.2091
H 1.410 4.602 2.732 0.2173
H 1.701 2.899 2.385 0.2113
H 2.004 4.111 1.141 0.2374
H 3.567 2.074 -2.844 0.2517
H 4.547 -0.091 -3.626 0.2286
H 3.691 -2.254 -2.706 0.2505
H -0.299 -2.616 -2.668 0.2082
H 0.232 -4.279 -2.474 0.2460
H -1.392 -3.933 -3.096 0.2147
H -2.692 -5.057 -1.511 0.2094
H -3.790 -5.040 0.695 0.2141
H -2.964 -3.505 2.457 0.2076
H -1.448 -1.927 3.252 0.2458
H 0.169 -1.906 2.553 0.2288
H -1.086 -0.742 2.038 0.1682
F 1.324 0.373 3.355 -0.5194
B 2.009 0.073 2.245 0.7579
F 3.326 0.057 2.332 -0.5045
```

Density functional theory data (ωB97M-V/def2-TZVPD) for a structure of composition C23H21CoN2O8S.

For the HOMO-LUMO gap (spin up / spin down), the calculation gives 0.2963 / 0.2963 hartree. The calculation puts the total energy at -92015.039 eV. The spin multiplicity is 1. The HOMO energy (spin up / spin down) is -0.319 / -0.319 Ha.

XYZ file:
```
56
Properties=species:S:1:pos:R:3:nbo_charge:R:1
Co -0.891 0.994 0.191 1.2206
O -2.732 -1.915 2.251 -0.6280
C -2.212 -1.069 1.389 0.7986
O -2.142 0.130 1.581 -0.5557
C -1.726 -1.669 0.094 -0.1817
O -0.596 -0.936 -0.360 -0.5097
C 0.677 -1.343 0.221 -0.1992
C 0.957 -0.566 1.512 0.7353
O 1.666 -1.065 2.361 -0.6184
O 0.399 0.593 1.550 -0.7143
H -3.021 -1.423 3.038 0.5150
H -2.516 -1.499 -0.641 0.2517
H -1.516 -2.735 0.170 0.2265
H 1.430 -1.081 -0.521 0.2362
H 0.676 -2.419 0.383 0.2069
O -0.413 0.152 -2.781 -0.7144
C 0.612 1.069 -3.142 0.0936
C 1.034 1.929 -1.925 0.7898
O 1.889 2.777 -2.098 -0.6360
O 0.535 1.724 -0.742 -0.7273
C 0.068 2.022 -4.208 -0.0546
C 0.928 2.869 -4.900 -0.1870
C 0.428 3.755 -5.840 -0.2147
C -0.937 3.808 -6.096 -0.2172
C -1.794 2.965 -5.409 -0.2311
C -1.296 2.071 -4.469 -0.1538
C 1.802 0.267 -3.678 -0.0590
C 3.107 0.401 -3.219 -0.1557
C 4.116 -0.403 -3.739 -0.2221
C 3.839 -1.336 -4.723 -0.2122
C 2.540 -1.464 -5.198 -0.2104
C 1.533 -0.666 -4.681 -0.2213
H -0.031 -0.729 -2.773 0.4813
H 1.990 2.837 -4.695 0.2311
H 1.107 4.407 -6.375 0.2105
H -1.325 4.504 -6.829 0.2090
H -2.860 2.998 -5.600 0.2094
H -1.966 1.420 -3.927 0.2280
H 3.341 1.138 -2.464 0.2387
H 5.127 -0.290 -3.368 0.2150
H 4.629 -1.958 -5.125 0.2137
H 2.313 -2.175 -5.982 0.2135
H 0.526 -0.747 -5.076 0.2232
C -2.280 6.514 -1.110 -0.6571
C -1.952 5.190 -0.498 0.3157
C -0.931 5.077 0.458 -0.3262
C -0.639 3.826 0.938 0.1386
N -1.370 2.783 0.539 -0.4714
C -2.291 2.960 -0.428 0.2949
S -2.786 1.414 -1.031 -0.1257
N -2.625 4.132 -0.945 -0.4754
H -2.389 7.283 -0.345 0.2269
H -3.191 6.438 -1.696 0.2417
H -1.463 6.816 -1.769 0.2432
H -0.368 5.940 0.780 0.2337
H 0.155 3.620 1.644 0.2373
```